No. 1
55
Properties=species:S:1:pos:R:3 method="wB97M-V/def2-TZVPD" e_homo_ev="-0.83 / -2.74" homo_lumo_gap_ev="3.53 / 5.43" lumo_energy_ev="2.701 / 2.687" charge=-1 relative_energy_kcal_mol=67.19 multiplicity=5
C -4.77608 -4.38870 1.58327
C 0.08528 1.04194 1.56491
C -5.46858 1.00243 -3.19893
C -1.20285 -1.05854 1.57158
H -5.91089 -0.08243 -5.14797
C -4.48823 -2.10981 0.79706
C -2.45512 -0.43681 1.08328
H 2.31429 -0.43271 3.51645
H 1.68453 2.51854 1.60980
C -6.11662 -2.64065 2.48883
H 0.84521 -2.16990 2.73588
H -4.25866 -0.12038 0.09918
C -5.84138 0.69316 -1.83805
C -3.45824 -1.39010 -1.34330
C 1.43208 1.54050 2.07169
H -1.22384 -2.10976 1.90016
C -6.65487 -1.02442 -3.24292
C -4.07380 -2.50425 -2.10111
C 2.32668 -0.64748 2.42371
C 1.03104 -1.31661 2.07032
H -6.94330 -2.33090 3.13432
C -6.53367 -0.57938 -1.86515
H -5.60330 1.33319 -0.96927
H 3.19661 -1.25771 2.12798
C -5.79504 -3.99718 2.42419
H -0.73422 1.65497 1.98721
C -3.63477 -1.04081 0.10590
C -6.00639 -0.03696 -4.07817
H -4.50088 -3.37087 -1.61984
H -6.94495 -1.14233 -1.03315
C -3.78289 -2.32906 -3.49896
H -3.92752 1.02987 1.89879
H 1.31281 1.62030 3.17140
H 0.04426 0.99529 0.43347
O 2.43481 0.59242 1.69084
H -3.39205 -0.18459 3.00984
C -3.03663 0.48891 2.23504
H -2.72106 -0.62276 -4.57819
H -4.11307 -2.95422 -4.35444
H -4.54170 -5.41951 1.37983
Fe -4.77476 -0.78136 -2.74544
H -4.92963 1.87225 -3.53904
H -2.26783 1.14481 2.67779
H -6.22440 -4.75875 3.08656
C -5.52600 -1.72601 1.63115
H -5.86401 -0.68791 1.72349
C -4.11856 -3.46244 0.77851
H -2.23358 0.35169 -2.02017
H -2.21745 0.40518 0.26140
H -3.29784 -3.73171 0.10764
C -2.81597 -0.51756 -2.32828
C -3.04143 -1.08505 -3.63787
H 1.16636 -1.75635 1.08136
N -0.09969 -0.38491 2.06339
H -7.13651 -1.93091 -3.60206


No. 2
58
Properties=species:S:1:pos:R:3 method="wB97M-V/def2-TZVPD" smiles="CCOc1cccc(CN2CCC[C@H](C(=O)Nc3cccc(-n4cccn4)c3)C2)c1" e_homo_ev=-8.17 homo_lumo_gap_ev=8.74 lumo_energy_ev=0.566 relative_energy_kcal_mol=52.52
C -1.71100 -0.05358 -2.22221
C 0.45103 -4.66945 4.25303
C -2.63067 2.34782 1.19955
C -1.68131 0.36497 0.24641
C 3.42784 -0.42444 2.67076
H -3.46151 4.40031 -2.11954
H 2.17559 2.15467 -3.07976
C 2.48186 0.92298 -1.39708
C 2.68538 -1.47552 3.17297
H -0.08572 1.57907 -3.67674
H -6.23300 3.87534 -0.91214
C -5.50082 3.76627 -1.70809
C -3.02912 2.77817 -0.06784
C 2.13927 -0.43456 0.64707
H -5.89670 4.21265 -2.61621
C 1.61998 -1.22161 -3.52058
C 3.16271 0.10627 1.42097
N -0.26622 -0.11456 -2.42062
N 1.34878 -3.74359 4.00085
H 2.87908 -1.89407 4.14663
C 1.40031 -1.50961 1.13832
C 1.81809 1.17239 -2.75432
H 3.37478 0.02622 -3.72276
H 0.57927 -5.33695 5.08175
C 0.28977 1.20218 -2.70796
H -0.78677 -3.18318 1.64162
C -0.26203 -3.58708 2.48247
C -4.20304 4.46574 -1.31343
C 2.28962 0.12490 -3.77356
H -1.17017 -0.57556 0.36920
N 1.80550 0.04330 -0.61747
O -3.66829 3.97772 -0.10010
H 2.02877 0.47279 -4.77666
C 1.66218 -2.02023 2.40151
H 3.74259 0.92662 1.03424
C 0.10309 -1.05936 -3.46338
H -1.66083 0.82524 2.33396
H -2.06249 -1.07822 -2.06250
H -0.04104 1.89057 -1.92571
H -0.36374 -2.02219 -3.23659
C -2.73132 1.98980 -1.17430
O 3.53035 1.45959 -1.10757
N 0.91899 -3.08571 2.92149
H -4.39869 5.52329 -1.11534
H 1.97885 -1.64599 -2.58204
H 1.87403 -1.91800 -4.32154
C -0.59937 -4.61779 3.32249
H -3.01280 2.29900 -2.16962
H -1.46881 -5.24101 3.27918
H -5.33575 2.70490 -1.87745
C -1.96325 1.15127 1.35029
H 0.92721 -0.29623 -1.02226
H -0.26875 -0.72597 -4.44861
H 0.63953 -1.95114 0.51237
H -2.21829 0.34261 -3.11863
H -2.85950 2.97431 2.04660
C -2.05687 0.78533 -1.02009
H 4.22414 -0.00379 3.26570


No. 3
55
Properties=species:S:1:pos:R:3 method="wB97M-V/def2-TZVPD" e_homo_ev=-11.14 homo_lumo_gap_ev=6.65 lumo_energy_ev=-4.497 charge=+1 relative_energy_kcal_mol=56.96
C -2.28952 0.70750 -0.09756
H -6.82282 3.20005 -3.98795
C 4.39468 -0.04282 -1.85592
H -0.19941 1.19135 0.09771
C 5.47112 3.48186 -1.50754
H 1.95023 -0.35585 0.93668
C -5.22625 0.94125 -1.26568
H 0.83894 -2.31899 6.45442
C -2.79057 -1.34455 -1.29508
H -1.10717 -2.46303 -2.02187
H 0.72979 -3.14508 3.16429
H 5.35464 -0.48367 -2.08650
H -6.67914 -0.54521 -1.82778
C -4.79343 2.26655 -1.39916
H 2.85363 -1.97146 5.07315
C 2.02360 -0.20471 -1.38739
C -3.22369 -0.20644 -0.60049
H 1.19638 -2.12895 -0.90863
H 0.53379 -0.98919 1.42325
C 3.27913 -0.80366 -1.65868
C 4.30910 1.36716 -1.77843
N 1.48759 -1.23088 1.17912
C -1.43400 -1.59277 -1.44660
H -7.68313 0.88062 -3.62419
H 6.52983 3.75113 -1.52541
C 1.35909 -3.17430 6.00927
C 1.89655 1.20172 -1.56131
H 2.89052 -2.56868 2.03650
H 0.64121 -1.54200 3.88524
H -2.62250 1.62537 0.39660
C -0.45971 -0.72674 -0.88131
C 1.34170 -2.31497 3.54344
H 2.95259 3.07328 -1.81400
H 5.05666 3.60944 -0.49665
H -5.03387 4.10142 -2.50090
C -5.39077 3.07665 -2.37593
C -0.92360 0.45334 -0.26661
H 2.83359 -0.97357 2.80432
H 3.34789 -1.88545 -1.67852
H -3.53170 -2.00996 -1.73154
C -6.88024 1.27928 -2.99410
C 3.03681 1.98935 -1.71344
C 2.16121 -2.76692 4.77142
C -6.40024 2.57479 -3.19778
H -3.99566 2.65055 -0.76356
O 5.46104 2.07729 -1.88369
H 0.91804 1.69062 -1.54974
O -4.59424 0.00702 -0.42768
H 4.91256 4.09638 -2.22958
H 2.02834 -3.57312 6.77748
H 2.79792 -3.60141 4.46110
C -6.31946 0.46974 -2.00075
C 0.98042 -1.06706 -0.83941
C 2.20740 -1.77885 2.38430
H 0.62513 -3.95343 5.78307


No. 4
57
Properties=species:S:1:pos:R:3 method="wB97M-V/def2-TZVPD" e_homo_ev=-5.21 homo_lumo_gap_ev=5.52 lumo_energy_ev=0.302
H 4.32791 0.45650 -4.66332
C -1.33179 -2.20438 -3.41653
O -0.83392 1.32605 1.67000
H 0.42878 -2.75499 -1.36463
C 2.02517 0.38258 -0.34490
H -4.09032 -1.77743 -1.46896
H -2.56693 2.16437 -4.73617
C 1.01735 0.79906 -5.45299
H -1.24815 -3.27057 -3.16245
H -0.74291 3.47113 -4.10088
C 3.33886 0.89082 -4.73739
H 1.01218 2.34695 -0.40815
H 0.29049 -3.54443 1.24895
N -1.64919 1.73899 -4.70596
C -0.56732 2.73685 -4.89858
C 3.05555 2.11743 -4.10658
H -1.50993 3.59504 4.31372
C -0.30600 -2.39485 -0.63058
C 2.33102 0.23999 -5.42896
H -1.96354 3.40067 2.62753
H 3.07808 -1.34624 0.63029
H -1.96225 1.95747 3.64134
C -1.48393 2.91173 3.47810
O -0.05183 2.69126 3.25438
H -0.33694 -1.77283 -3.58910
H 2.30563 -0.20705 2.94819
C -1.43761 -1.53313 -0.93191
C 1.53703 1.56033 1.68367
H -0.67187 3.36759 -5.79263
C 0.14321 1.87235 2.25725
C 1.98374 0.11424 1.95718
C -2.16580 -1.42338 0.32363
C -3.44358 -2.19893 -2.22912
H -1.88847 -2.13214 -4.36763
H -1.84858 -2.42737 2.34846
H -2.60702 0.72871 -2.13376
H -3.24599 -3.23835 -1.96256
C 0.77122 2.09048 -4.88865
C -2.42835 0.01765 -2.94566
H 1.56895 3.64220 -3.70128
H 0.32247 0.22585 -6.07896
C 2.44888 -0.45511 0.74772
H 3.83299 2.61534 -3.51725
H -3.08792 -0.85630 0.47214
O -0.33522 0.06444 -4.05912
H -3.97964 -2.20136 -3.18019
C -0.35065 -2.78545 0.74548
C 1.41971 1.51791 0.17724
C -1.42684 0.65837 -3.92125
H -3.40275 -0.02166 -3.43296
C 1.78729 2.69493 -4.17544
H 2.10691 2.41065 2.11517
C -1.50300 -2.18287 1.34700
C -2.13190 -1.43952 -2.34175
H 2.47521 -0.75112 -5.85404
H 2.24034 0.17854 -1.39695
Sc -0.04269 -0.48268 0.90517


No. 5
60
Properties=species:S:1:pos:R:3 method="wB97M-V/def2-TZVPD" e_homo_ev="-14.52 / -14.54" homo_lumo_gap_ev="9.22 / 3.73" lumo_energy_ev="-5.298 / -10.809" charge=+2 relative_energy_kcal_mol=0.00 multiplicity=3
C -0.03713 5.72131 -1.28786
C -1.65083 -0.44645 2.89493
C -0.27771 -3.54501 2.93495
C 0.99106 5.22600 -0.47326
C 3.17843 0.16639 -0.69687
H 1.61695 5.91062 0.08737
C 0.39023 2.95441 -1.08415
H 5.59236 0.03728 -3.11998
H -4.18846 -0.09670 -1.08362
Au 0.65197 1.10705 1.54716
H 0.37751 -0.69019 -2.94731
H 0.72170 -0.59367 4.17742
H 1.50454 1.41316 -3.40783
H -2.28312 1.13110 -0.06409
C 2.32169 0.99173 -2.82186
C 2.13118 0.70332 -1.46168
H -3.08806 -2.22558 1.62626
C 1.18444 3.84893 -0.35168
C -1.42358 -2.16403 4.56407
C -0.67713 3.44544 -1.85195
H 3.01788 -0.05344 0.35966
C 3.55907 0.74435 -3.40987
H 5.24493 -0.45013 -0.70762
N -0.09088 -2.55048 4.02986
C -0.81646 0.31305 -1.45225
H 1.16636 -5.25242 -4.27569
C -1.72609 -1.08539 -3.20866
C -3.01337 -0.93336 -2.68613
H 3.70065 0.96974 -4.46539
C 4.41793 -0.05816 -1.29559
C 0.54938 -1.36987 3.42160
Cl 0.77973 2.00812 3.71089
H -1.38827 2.75407 -2.30128
H -1.89428 -3.06296 4.99250
P 0.57658 1.19183 -0.69094
C -2.11729 0.47767 -0.92335
C -0.62698 -0.51018 -2.57142
H -3.87198 -1.38976 -3.19227
H -2.91327 -3.54735 2.83805
H -1.57362 -1.66160 -4.11819
H 0.41837 -5.28628 -4.30868
N -2.30629 -1.61824 3.49761
C -0.48727 -1.81788 1.29634
C -0.87140 4.82627 -1.95796
C -3.19135 -0.18353 -1.51836
C -2.44832 -2.64060 2.42261
H -1.12234 -1.38510 0.50965
H -1.70855 5.20439 -2.54678
H 0.49530 -2.10273 0.89625
H 0.71064 -3.78847 2.51802
H 1.87940 3.46447 0.39752
H -2.29706 -0.10325 2.06694
H -1.29114 -1.40360 5.35451
N -1.13294 -3.01499 1.84444
H -0.75349 -4.44850 3.34884
H -0.19405 6.80243 -1.37479
C 4.61771 0.22127 -2.65416
H 1.50094 -1.71472 2.98546
N -0.30254 -0.78717 2.34517
H -1.53166 0.34742 3.64348


No. 6
68
Properties=species:S:1:pos:R:3 method="wB97M-V/def2-TZVPD" e_homo_ev=-11.24 homo_lumo_gap_ev=7.37 lumo_energy_ev=-3.870 charge=+1 relative_energy_kcal_mol=13.49
C -1.99042 -1.71135 1.24876
C 1.88479 -0.41344 -3.71682
H -0.42028 3.64506 3.22384
H 0.26841 -3.35814 -1.49173
C 3.56540 1.21217 -3.91132
F -0.13885 3.00168 -2.19325
H -2.35118 -2.24640 0.38713
H 1.52588 2.87135 6.35042
N -0.77876 -0.30140 2.34378
C -0.77048 3.32730 2.26051
H -2.79725 -4.07608 -3.36333
F 1.43952 2.79286 -0.66797
H 2.19550 -0.78244 -4.70400
H 0.22240 -2.39378 0.00540
N 1.58429 0.05335 0.47300
C 0.95172 0.07277 4.81693
O 0.77793 -1.35535 -1.67528
H -0.98754 0.40991 -3.10853
C 0.76517 -2.57575 -0.91422
C -4.48640 -1.92179 -1.36382
C 2.86938 -0.17182 0.18331
H 0.88941 -2.29992 -3.51558
C 1.41585 0.66532 5.96058
N -1.03789 -0.78831 1.11003
C -1.54184 3.97289 1.30525
H 1.78828 -2.87436 -0.67490
C 1.28041 2.04073 5.71218
C -1.66091 3.06016 0.27570
C 2.78049 0.55612 2.24791
H -3.86386 0.05910 -0.87473
B 0.20830 0.86852 2.50725
C -2.14663 -2.08087 -2.86142
O 2.94764 0.24328 -3.07488
C -3.00161 -3.16889 -2.81301
H -1.54397 -0.61321 4.28058
H -2.03081 1.17496 -1.89862
F -4.98390 -4.12243 -2.00619
H 3.13970 -0.49217 -0.80850
N -1.02626 1.92166 0.58496
C 0.74007 2.10331 -1.63968
N -0.46719 2.10233 1.82304
C 1.49303 -1.62263 -2.90508
Ti -0.19180 0.45016 -0.58250
C -4.15522 -3.07186 -2.05613
H 4.35651 1.68105 -3.33274
H 0.89001 -0.96610 4.54183
C -2.36873 -1.81826 2.58498
H -3.10286 -2.47312 3.01571
N 0.77963 2.26549 4.51504
H -1.95044 4.96315 1.36219
H 1.45483 1.81283 -2.41167
N 0.55623 1.05332 3.95762
C -1.58670 -0.89000 3.24231
H 1.79585 0.18169 6.84079
H 4.73442 0.04483 1.35927
H -2.15536 3.15881 -0.67689
H -1.26143 -2.13548 -3.48041
N 1.53796 0.51248 1.75124
C -1.50436 0.23855 -2.16304
H 1.03962 0.26582 -3.88895
C -3.61338 -0.84724 -1.41351
H 2.40925 -2.15332 -2.62721
C -2.42462 -0.90954 -2.15188
C 3.66673 0.12693 1.27972
H 3.99082 0.73201 -4.79772
H -5.40994 -1.87766 -0.80491
H 2.85279 1.97905 -4.23720
H 2.95266 0.89215 3.25629


No. 7
75
Properties=species:S:1:pos:R:3 method="wB97M-V/def2-TZVPD" e_homo_ev=-7.57 homo_lumo_gap_ev=1.40 lumo_energy_ev=-6.172 charge=+1
C 2.55291 -0.12264 -1.41295
H 2.29313 -1.90415 2.02743
H 1.22624 3.90116 -3.27815
F 0.62622 -3.89564 -1.16639
H -0.27383 -4.46000 1.98738
O -4.37244 5.25314 4.95660
C -4.43710 4.19292 4.37503
C -1.50429 -2.45594 0.72123
C -4.58584 1.67418 3.00058
C -3.54831 5.82214 -2.16932
H -2.15524 -0.70664 1.82907
F 2.22767 -4.26462 0.32964
S 0.01738 -3.19740 1.46398
C 6.81596 -6.61090 0.13089
H -2.33263 -2.89638 1.30824
H -3.10627 4.78682 2.73396
C 1.89742 -2.02388 -0.13639
H 0.88398 2.68188 -4.54202
H 1.67616 4.22999 -4.97803
H 6.93376 -7.31179 0.95497
C -3.77147 2.79382 2.47462
H 5.45905 -5.87426 -2.26288
C 5.35291 -6.48068 -0.20750
Mg -2.52242 -4.84853 -0.84233
H -5.78457 3.25603 5.82539
C 2.89115 -0.12959 1.02134
C -1.55900 -0.91836 0.92224
Br -2.27019 1.63230 -0.26862
C -5.25755 3.07193 4.90279
C 1.97097 -1.39714 -1.38425
C 1.28793 -3.40915 0.03782
H -3.19421 7.92446 -1.74527
H -3.24811 2.58956 1.55004
Br 1.44872 -6.38338 1.60260
H 3.44635 1.47670 -0.28634
C -2.35868 -0.30400 -0.26165
F 4.56756 1.10077 2.15554
O -0.99928 -2.96569 -3.67831
H -4.56115 5.94039 -1.78023
O 3.41298 2.31032 -4.95411
C -3.69906 3.96117 3.10786
C -2.65330 6.98413 -1.82026
O -1.68147 4.60047 0.38934
H -0.73465 -3.89235 -3.58972
F 3.38934 -0.28188 3.34913
H -5.90641 1.06153 4.61829
H 7.21715 -5.64200 0.43350
C 2.99112 0.48211 -0.24217
Be -0.01064 -5.20724 -0.12369
O 4.50693 -7.09847 0.39674
C 4.98800 -5.54379 -1.33616
H -1.82779 7.10547 -2.52490
H -1.56179 -2.73822 -0.34126
H 5.30985 -4.52810 -1.09705
O 3.37652 2.91292 -2.88192
O -2.91696 4.73099 -1.49220
H 7.36652 -6.98807 -0.73249
N 2.89654 2.84375 -3.99881
H -3.42460 -0.57280 -0.20042
C 2.34562 -1.41326 1.04968
H 2.66857 0.40911 -2.36157
O -2.12321 6.59713 -0.55040
C 3.35126 0.56290 2.29671
H 3.90671 -5.54798 -1.47203
H -1.93504 -0.72197 -1.19421
H -0.57676 -0.43141 1.02295
Br -7.79504 2.76057 4.51833
C -2.19144 5.25002 -0.47054
Br -2.46850 -2.98112 -5.22617
H -3.60093 5.63798 -3.24006
O -4.63914 0.60388 2.40573
H 1.60419 -1.86400 -2.30180
C -5.32191 1.89157 4.25369
C 1.56105 3.46612 -4.21398
F 2.44342 1.51313 2.61326


No. 8
60
Properties=species:S:1:pos:R:3 method="wB97M-V/def2-TZVPD" e_homo_ev="-17.10 / -17.08" homo_lumo_gap_ev="3.46 / 3.66" lumo_energy_ev="-13.640 / -13.419" charge=+3 relative_energy_kcal_mol=0.00
O 0.07558 -0.23308 2.06755
H -4.40805 -2.11628 -3.10384
C -3.65915 -1.44862 -3.54198
C -0.22882 1.90703 0.05494
H 1.10721 0.83309 5.87038
H -3.12361 0.51188 -6.29337
C 0.01083 -0.12408 3.36046
C 1.67958 1.87628 -3.77651
C 3.43153 -2.06935 -2.77200
Sn -0.81823 -1.05828 0.30459
H -4.86348 -0.97626 -5.27592
C 1.24458 -1.05095 -3.04147
H -2.21536 -0.74652 5.61195
H -2.03052 1.01229 5.59954
C -3.91986 -0.80452 -4.75631
H 2.54455 -0.14582 5.50264
H 2.44428 0.69521 2.47403
C -1.51319 -0.31281 -3.38615
C 2.08233 -2.59198 -4.71871
C -2.95573 0.04434 -5.31770
H 2.28222 -1.04957 2.41562
C -0.39286 2.78874 -2.90963
C 1.07184 -1.75191 -4.24294
O 0.34907 2.89326 0.11304
C -1.76470 0.29630 -4.62495
N 1.20653 -0.11222 3.96219
C -2.37669 0.10426 3.08316
C 1.16547 4.22580 -4.07711
H 0.14742 -1.63617 -4.81088
H 1.43576 5.21246 -4.46390
Cl 0.92202 -2.70500 0.45055
H -1.34237 2.65110 -2.39047
H 2.55140 -0.71506 -1.34672
H 4.34882 -2.19482 -2.19297
C 2.43344 -1.22537 -2.30288
H -2.64358 -2.65199 0.04135
H -2.22046 -1.82996 -2.00291
H 4.05022 -3.40576 -4.35566
C 3.26028 -2.75416 -3.98244
C 1.46058 -0.09575 5.39737
H -3.22974 0.24906 3.75298
H -1.03086 0.97641 -5.06060
H 1.94585 -3.11229 -5.66928
H 3.23166 -0.28918 3.73832
H -0.72710 4.88744 -3.26021
H -2.32138 0.96080 2.39170
P -0.03322 0.08820 -2.36040
C 2.02511 3.14324 -4.26405
H -1.93230 -2.95632 -0.07319
H -0.64249 -0.02004 6.01269
C -1.51635 0.06711 5.37110
H 1.01980 -0.97258 5.89634
N -1.19646 0.01698 3.94241
H 2.36067 1.03873 -3.92120
H 2.96779 3.26844 -4.80305
C 2.35853 -0.19905 3.09695
H -2.53170 -0.83350 2.50689
C 0.46394 1.68924 -3.09834
C -0.04854 4.04622 -3.40386
C -2.44290 -1.25439 -2.90223


no.,DFT total energy (a.u.),largest force on an atom (eV Å⁻¹)
1,-2324.762154,4.57
2,-1300.863741,1.00
3,-1136.255132,2.29
4,-1972.420686,3.94
5,-2087.529038,3.80
6,-2694.253404,1.06
7,-13071.530585,3.46
8,-2206.651563,5.11